Entry 1:
60
Properties=species:S:1:pos:R:3:lowdin_charge:R:1 method="wB97M-V/def2-TZVPD" homo_ha=-0.2781 lumo_energy_ev=0.236 homo_lumo_gap_ev=7.8 relative_energy_kj_mol=41.0
Zr 0.1606 -0.2049 -0.1445 1.673
C -1.4315 2.0804 -1.8178 -0.073
N -1.5482 1.4056 -0.5116 -0.361
C -2.8643 0.7371 -0.4460 -0.070
C -1.4196 2.3863 0.5843 -0.196
C -1.4386 1.6791 1.9258 -0.231
N -0.5434 0.5379 1.8319 -0.161
C -0.0791 -0.0387 2.9766 -0.236
C 1.0164 -0.9097 2.8963 -0.200
F 1.5604 -1.1307 1.6457 -0.059
C 1.5802 -1.5694 3.9611 -0.225
F 2.6309 -2.3674 3.7387 0.102
C 1.0771 -1.4043 5.2371 0.064
C -0.0116 -0.5642 5.3581 -0.216
F -0.5659 -0.3731 6.5628 0.096
C -0.5828 0.0899 4.2815 -0.140
F -1.6757 0.8431 4.5170 0.082
H -2.2439 2.8079 -1.9257 0.099
H -1.4953 1.3301 -2.6032 0.076
H -0.4695 2.5824 -1.8880 0.084
H -3.6555 1.4925 -0.3747 0.103
H -2.9176 0.0793 0.4206 0.088
H -2.9983 0.1421 -1.3450 0.070
H -2.2268 3.1279 0.5294 0.129
H -0.4658 2.9006 0.4417 0.115
H -2.4623 1.3902 2.1874 0.113
H -1.1182 2.3964 2.6878 0.125
H 1.5052 -1.9091 6.0885 0.135
Cl -2.5460 -1.6429 -3.7981 0.681
C -2.6894 -2.5659 -2.3292 -0.609
C -3.6698 -3.5391 -2.2388 -0.118
C -3.8160 -4.2769 -1.0714 -0.099
C -2.9889 -4.0226 0.0157 -0.112
C -2.0331 -3.0371 -0.1111 -0.558
Cl -1.0050 -2.6248 1.2435 0.788
C -1.8132 -2.2813 -1.2732 -0.486
N -0.8252 -1.3458 -1.2940 -0.235
H -4.3132 -3.7129 -3.0900 0.101
H -4.5780 -5.0406 -1.0053 0.100
H -3.0886 -4.5694 0.9424 0.103
F 2.2727 2.2848 -3.8605 0.181
C 3.0005 1.5598 -3.0081 -0.545
F 4.1413 1.2040 -3.6105 0.173
F 3.3341 2.3709 -1.9944 0.151
C 2.1750 0.3415 -2.4857 -0.296
O 1.2861 0.8239 -1.5875 -0.277
C 1.5009 -0.3802 -3.7050 -0.559
F 2.3096 -0.3630 -4.7798 0.164
F 0.3723 0.2417 -4.0331 0.159
F 1.2225 -1.6532 -3.4397 0.168
C 3.1162 -0.6468 -1.7496 -0.531
F 2.3313 -1.4227 -0.9357 0.084
F 3.7996 -1.4625 -2.5421 0.199
F 3.9791 -0.0230 -0.9516 0.180
C 3.8793 3.3977 0.9867 -0.034
C 2.8647 2.3470 0.9798 -0.197
N 2.0730 1.5201 0.9516 0.170
H 4.4154 3.3862 1.9332 0.089
H 3.3997 4.3659 0.8566 0.091
H 4.5766 3.2304 0.1688 0.084

Entry 2:
21
Properties=species:S:1:pos:R:3:lowdin_charge:R:1 method="wB97M-V/def2-TZVPD" homo_ha=-0.3216 lumo_energy_ev=1.044 smiles=CC1(C)CC[C@@H]2CN21 homo_lumo_gap_ev=9.8 relative_energy_kj_mol=185.8
C -1.7103 0.5755 1.0452 -0.038
C -0.7609 0.0004 -0.0107 -0.646
C -1.5488 -1.0087 -0.8184 -0.031
C -0.1184 1.1117 -0.8655 -0.100
C 1.3603 1.2177 -0.3136 -0.088
C 1.4632 -0.0250 0.5598 -0.377
C 1.4703 -1.2980 -0.0279 -0.049
N 0.2668 -0.6628 0.6100 -0.014
H -1.2658 1.5292 1.4978 0.100
H -2.6492 0.7813 0.4932 0.082
H -1.8796 -0.1566 1.9107 0.105
H -1.9700 -1.7248 -0.1269 0.091
H -2.2701 -0.5671 -1.4489 0.071
H -0.8203 -1.4674 -1.4673 0.075
H -0.7819 2.0250 -0.9081 0.129
H -0.1285 0.6853 -1.8633 0.095
H 2.1836 1.4032 -1.0390 0.117
H 1.2905 2.0960 0.3358 0.100
H 2.0011 0.1231 1.4968 0.142
H 1.8286 -2.1791 0.5412 0.118
H 1.6618 -1.3505 -1.1061 0.121

Entry 3:
49
Properties=species:S:1:pos:R:3:lowdin_charge:R:1 method="wB97M-V/def2-TZVPD" homo_ha="-0.5424 / -0.5514" lumo_energy_ev="-5.466 / -9.066" multiplicity=6 total_charge=+2 homo_lumo_gap_ev="9.3 / 5.9" relative_energy_kj_mol=53.1
Ir 0.3001 0.4131 0.2265 1.279
N 0.2844 -1.7762 -0.6898 -0.021
C 1.5159 -2.0788 -1.4274 -0.259
C 1.2756 -2.7621 -2.7800 -0.129
C 1.2356 -1.8642 -4.0243 -0.152
C 0.1805 -0.7625 -4.0219 -0.152
N -1.1622 -1.3152 -4.1815 0.096
C -2.2966 -0.6367 -4.0167 -0.421
N -2.3076 0.5426 -3.3997 0.230
N -3.4492 -1.1811 -4.4071 0.217
C 2.4000 -0.7307 -1.6485 -0.662
O 3.4843 -0.9068 -2.1230 0.145
O 1.7973 0.3158 -1.3185 -0.154
H 0.1847 -2.4062 0.1060 0.109
H -0.5283 -1.9000 -1.2901 0.092
H 2.1721 -2.6892 -0.8023 0.156
H 0.3515 -3.3426 -2.7113 0.117
H 2.0912 -3.4663 -2.9429 0.134
H 1.0823 -2.5094 -4.8924 0.129
H 2.2118 -1.3938 -4.1486 0.125
H 0.3935 -0.0937 -4.8633 0.147
H 0.2334 -0.1876 -3.0938 0.092
H -1.2036 -2.1551 -4.7440 0.166
H -1.4653 0.9729 -3.0550 0.101
H -3.1706 1.0364 -3.2458 0.137
H -3.4788 -2.0181 -4.9662 0.139
H -4.3194 -0.6841 -4.3034 0.138
C -2.1027 3.8118 -0.9445 0.011
O -1.6975 2.4212 -0.8403 -0.112
C -1.0281 2.0269 0.2208 -0.581
O -0.7420 2.7109 1.1899 0.050
H -3.1896 3.8577 -0.9244 0.106
H -1.7264 4.1937 -1.8927 0.106
H -1.6843 4.3753 -0.1119 0.100
O -0.5793 0.8386 8.0947 0.170
C 0.6059 1.1934 7.6397 -0.483
O 1.4372 1.7313 8.3114 0.180
C 0.9003 0.8965 6.1814 -0.063
C -0.0804 1.0309 5.1929 0.017
C 0.2200 0.7265 3.8831 -0.079
C 1.5104 0.2871 3.5490 -0.622
S 1.9199 -0.1989 1.9511 0.813
C 2.5073 0.2047 4.5369 -0.054
C 2.2040 0.5274 5.8397 0.040
H -1.1519 0.3630 7.4756 0.128
H -1.0702 1.3855 5.4420 0.135
H -0.5289 0.8176 3.1063 0.078
H 3.5031 -0.1068 4.2585 0.122
H 2.9618 0.4839 6.6067 0.143

Number 1: largest force on an atom 0.962 eV/Å. Number 2: largest force on an atom 5.598 eV/Å. Number 3: largest force on an atom 4.585 eV/Å.